Entry 1:
{"formula": "C72H71BrIN6O9S", "method": "ωB97M-V/def2-TZVPD", "e_lumo_ha": -0.1290, "homo_ev": -10.375, "charge": 1, "orbital_gap_ev": 6.8630, "e_tot_ev": -192134.306, "max_force_ev_per_a": 9.6, "elements": ["C", "C", "C", "C", "N", "C", "I", "C", "S", "C", "C", "O", "Br", "N", "C", "C", "N", "C", "C", "C", "C", "O", "C", "N", "C", "C", "C", "C", "C", "C", "N", "C", "C", "C", "O", "N", "C", "C", "C", "C", "C", "C", "H", "H", "H", "H", "H", "H", "H", "H", "H", "H", "H", "H", "H", "H", "H", "H", "H", "H", "H", "H", "H", "H", "H", "H", "H", "H", "H", "H", "H", "H", "H", "H", "H", "H", "H", "H", "H", "H", "H", "H", "H", "H", "H", "H", "H", "H", "H", "C", "C", "C", "C", "C", "C", "C", "O", "C", "C", "C", "C", "C", "C", "C", "O", "H", "H", "H", "H", "H", "H", "H", "H", "C", "C", "C", "C", "C", "C", "C", "O", "C", "C", "C", "C", "C", "C", "C", "O", "H", "H", "H", "H", "H", "H", "H", "H", "C", "C", "C", "C", "C", "C", "C", "O", "C", "C", "C", "C", "C", "C", "C", "O", "H", "H", "H", "H", "H", "H", "H", "H"], "coordinates": [[-2.687, -7.164, 5.476], [-1.496, -7.894, 4.609], [-1.994, -8.631, 3.233], [-1.649, -7.732, 1.849], [-2.617, -6.567, 1.689], [-3.916, -7.212, 1.289], [-5.376, -6.997, 2.971], [-4.554, -6.857, -0.171], [-3.537, -7.942, -1.380], [-6.083, -7.509, -0.369], [-6.107, -9.150, -0.353], [-6.259, -9.808, -1.537], [-6.005, -10.339, 1.258], [-4.447, -5.409, -0.355], [-5.563, -4.630, -0.893], [-6.788, -4.248, 0.181], [-6.750, -2.812, 0.649], [-7.516, -2.749, 1.955], [-9.129, -3.039, 1.814], [-7.265, -1.835, -0.383], [-7.325, -0.242, 0.053], [-7.635, -2.147, -1.628], [-3.107, -4.785, -0.257], [-2.461, -4.882, -1.625], [-2.654, -3.771, -2.394], [-2.029, -2.275, -2.190], [-3.657, -3.965, -3.718], [-2.154, -5.327, 1.000], [-0.588, -5.279, 0.524], [0.037, -3.893, -0.033], [0.582, -2.858, 0.732], [-2.268, -4.093, 2.131], [-3.783, -3.751, 2.632], [-3.902, -2.124, 3.000], [-4.671, -1.280, 2.298], [-3.107, -1.477, 4.154], [-2.466, -0.250, 3.475], [-1.047, -0.492, 2.689], [-0.218, 0.660, 1.859], [-0.866, 2.166, 1.815], [-2.273, 2.425, 2.648], [-3.099, 1.262, 3.485], [-2.330, -6.938, 6.578], [-3.650, -7.870, 5.461], [-3.009, -6.141, 4.953], [-0.684, -7.088, 4.365], [-1.013, -8.702, 5.318], [-1.305, -9.598, 3.110], [-3.094, -9.025, 3.243], [-1.649, -8.464, 0.905], [-0.539, -7.477, 2.061], [-2.780, -6.306, 2.714], [-3.804, -8.402, 1.218], [-2.202, -7.492, -1.183], [-6.394, -7.211, -1.484], [-6.888, -7.023, 0.321], [-5.184, -3.561, -1.268], [-6.137, -5.079, -1.839], [-6.796, -4.986, 1.110], [-7.830, -4.430, -0.365], [-7.104, -3.558, 2.730], [-7.289, -1.699, 2.474], [-9.438, -3.279, 0.710], [-9.451, -3.978, 2.474], [-9.694, -2.070, 2.219], [-6.595, 0.322, -0.704], [-6.885, -0.036, 1.123], [-8.433, 0.117, -0.085], [-3.287, -3.613, -0.100], [-0.935, -2.126, -2.578], [-1.990, -2.055, -1.016], [-2.709, -1.403, -2.635], [-3.923, -5.097, -3.862], [-4.582, -3.268, -3.523], [-3.044, -3.502, -4.626], [0.050, -5.487, 1.515], [-0.401, -6.182, -0.208], [0.117, -3.746, -1.202], [0.435, -3.215, 1.723], [-1.836, -3.075, 1.759], [-1.649, -4.399, 3.105], [-4.652, -4.137, 1.957], [-3.921, -4.296, 3.685], [-3.795, -1.107, 4.863], [-0.587, -1.568, 2.720], [0.782, 0.327, 1.309], [-0.294, 2.987, 1.192], [-2.710, 3.519, 2.602], [-4.101, 1.458, 4.067], [-4.693, 0.374, -5.785], [-4.734, 1.692, -6.240], [-3.717, 2.178, -7.063], [-2.649, 1.347, -7.423], [-2.596, 0.037, -6.947], [-3.627, -0.454, -6.136], [-1.449, -0.833, -7.279], [-1.403, -1.985, -6.865], [-0.354, -0.292, -8.110], [0.767, -1.087, -8.384], [1.800, -0.588, -9.179], [1.714, 0.699, -9.710], [0.601, 1.495, -9.434], [-0.430, 1.001, -8.624], [-1.586, 1.864, -8.308], [-1.661, 2.996, -8.770], [-5.491, -0.007, -5.151], [-5.559, 2.341, -5.957], [-3.758, 3.206, -7.419], [-3.599, -1.480, -5.772], [0.840, -2.094, -7.976], [2.672, -1.205, -9.387], [2.515, 1.085, -10.336], [0.543, 2.500, -9.847], [3.283, 0.648, 3.322], [4.580, 0.135, 3.295], [5.618, 0.889, 2.747], [5.357, 2.157, 2.212], [4.056, 2.660, 2.217], [3.019, 1.908, 2.784], [3.761, 3.974, 1.612], [2.619, 4.418, 1.619], [4.859, 4.742, 0.991], [4.582, 5.963, 0.362], [5.617, 6.702, -0.216], [6.928, 6.229, -0.161], [7.205, 5.010, 0.460], [6.166, 4.260, 1.028], [6.465, 2.955, 1.651], [7.616, 2.537, 1.696], [2.475, 0.063, 3.758], [4.783, -0.853, 3.703], [6.629, 0.484, 2.734], [2.003, 2.300, 2.804], [3.562, 6.341, 0.317], [5.400, 7.647, -0.708], [7.735, 6.808, -0.605], [8.230, 4.645, 0.495], [11.620, 14.692, 1.671], [12.778, 13.967, 1.950], [12.710, 12.585, 2.133], [11.477, 11.927, 2.048], [10.316, 12.655, 1.794], [10.389, 14.040, 1.593], [9.003, 11.979, 1.752], [7.983, 12.617, 1.525], [8.937, 10.524, 1.996], [7.694, 9.880, 2.016], [7.623, 8.502, 2.233], [8.792, 7.764, 2.420], [10.032, 8.404, 2.406], [10.104, 9.789, 2.203], [11.417, 10.463, 2.225], [12.444, 9.816, 2.394], [11.675, 15.768, 1.520], [13.736, 14.478, 2.023], [13.619, 12.025, 2.345], [9.488, 14.613, 1.381], [6.777, 10.448, 1.868], [6.656, 8.004, 2.254], [8.738, 6.690, 2.582], [10.940, 7.823, 2.558]], "atomic_forces_ev_per_a": [[-0.32, -0.10, -0.60], [-0.39, 0.11, 0.67], [0.94, -0.62, -0.70], [2.01, -3.41, 1.01], [0.40, -1.28, 1.78], [-2.57, -2.90, -1.33], [0.51, 0.12, -0.90], [0.64, 0.09, 1.08], [0.99, 0.57, 0.32], [0.11, 0.52, -0.98], [-1.02, -3.19, -7.41], [1.02, 4.75, 8.29], [0.00, 1.44, -1.32], [-0.42, -0.55, 0.70], [-2.03, 2.19, -0.98], [-0.74, -1.11, -0.94], [-2.00, -0.21, -1.35], [-0.17, 0.60, 1.73], [-0.19, 0.21, 0.59], [-1.22, -0.30, -3.45], [0.84, -0.62, -0.40], [2.50, 1.02, 7.05], [0.88, 1.67, -0.34], [-2.12, 3.23, -0.93], [-0.35, -1.67, -0.51], [-1.15, 0.67, 1.66], [2.24, 0.84, 0.15], [0.38, 5.09, -1.06], [0.88, -1.23, 1.22], [1.50, 3.18, 0.99], [-2.97, -5.91, -1.99], [-0.16, 0.03, 0.79], [0.04, 0.35, 2.12], [-3.94, 4.13, -3.16], [4.38, -5.75, 3.83], [-0.29, 1.15, -2.49], [2.56, 3.32, -1.82], [-1.24, 2.87, -0.07], [-4.17, 0.59, 2.05], [-1.54, -3.83, 2.16], [1.25, -2.78, -0.14], [3.94, -1.30, -2.26], [-0.79, -0.49, -2.37], [2.19, 1.61, 0.30], [0.67, -2.08, 1.24], [-1.32, -1.59, 0.40], [-0.90, 1.62, -1.59], [-1.53, 2.14, 0.09], [2.02, 0.90, 0.17], [-0.33, 1.97, 1.99], [-2.12, 0.38, -0.67], [0.24, -0.07, -1.53], [0.08, 2.86, 0.54], [-1.82, -0.12, -0.12], [0.76, -0.99, 2.45], [1.72, -1.13, -0.96], [-0.59, -2.46, 0.84], [1.66, 0.65, 1.96], [0.32, 1.76, -1.81], [2.22, 0.24, 0.90], [-0.47, 1.72, -1.96], [-0.68, -2.32, -1.29], [0.59, 0.69, 2.10], [0.70, 2.15, -1.40], [1.01, -2.31, -1.06], [-1.84, -1.28, 1.52], [-1.11, -0.57, -2.12], [2.31, -0.66, 0.31], [0.22, -2.62, 0.36], [-2.15, -0.74, 0.50], [0.08, -0.46, -2.40], [1.44, -2.17, 0.70], [0.50, 2.38, 0.33], [1.73, -1.44, -0.31], [-1.56, -1.15, 1.59], [-1.32, 0.34, -2.12], [-0.20, 2.01, 1.22], [-0.30, -0.51, 2.60], [0.40, 0.74, -1.07], [-0.52, -2.25, 0.22], [-1.10, 0.57, -2.09], [1.70, 1.26, 0.96], [0.15, 1.23, -2.19], [0.78, -0.61, -1.10], [-1.00, 2.35, 0.05], [-2.45, 0.96, 1.32], [-1.51, -1.66, 1.59], [0.93, -2.58, 0.21], [2.28, -0.24, -1.41], [0.32, -0.15, -0.11], [0.32, 0.03, -0.21], [-0.26, -0.09, 0.20], [-0.57, 0.05, 0.36], [-0.53, 0.08, 0.29], [-0.23, 0.26, 0.10], [0.09, -1.19, 0.38], [-0.04, 0.50, -0.08], [0.57, -0.10, -0.25], [0.26, 0.11, -0.19], [-0.34, -0.05, 0.21], [-0.32, 0.11, 0.14], [0.23, -0.17, -0.04], [0.57, -0.06, -0.31], [-0.03, 1.50, -0.65], [0.03, -0.79, 0.35], [0.13, 0.05, -0.12], [0.16, -0.12, -0.08], [0.16, -0.29, -0.02], [0.13, 0.23, -0.19], [-0.19, 0.27, -0.05], [-0.18, 0.10, 0.05], [-0.17, -0.06, 0.12], [-0.15, -0.23, 0.20], [0.04, 0.32, -0.18], [0.19, 0.30, -0.17], [-0.22, -0.21, 0.14], [-0.25, -0.54, 0.27], [-0.19, -0.55, 0.31], [0.08, -0.26, 0.10], [-1.26, 0.54, 0.00], [0.55, -0.28, -0.03], [0.17, 0.51, -0.32], [0.24, 0.21, -0.15], [-0.23, -0.30, 0.17], [-0.03, -0.35, 0.12], [-0.08, 0.27, -0.16], [0.22, 0.53, -0.29], [1.50, -0.51, 0.03], [-0.77, 0.27, -0.02], [0.10, 0.14, -0.07], [-0.01, 0.19, -0.07], [-0.19, 0.27, -0.06], [0.29, 0.04, -0.06], [0.21, -0.23, 0.12], [0.03, -0.18, 0.11], [-0.14, -0.12, 0.11], [-0.31, -0.07, 0.06], [-0.26, -0.26, 0.01], [-0.14, -0.36, 0.02], [0.05, 0.32, -0.04], [0.31, 0.54, -0.01], [0.33, 0.53, -0.04], [0.27, 0.14, 0.03], [-1.17, 0.84, -0.28], [0.58, -0.41, 0.13], [-0.34, -0.58, 0.09], [-0.04, -0.37, 0.05], [0.12, 0.42, -0.02], [0.30, 0.27, -0.01], [-0.30, -0.17, 0.01], [-0.38, -0.54, 0.04], [1.34, -0.75, 0.22], [-0.68, 0.39, -0.11], [-0.03, -0.21, 0.03], [-0.17, -0.12, -0.02], [-0.33, -0.01, -0.06], [0.13, -0.29, 0.08], [0.33, 0.02, 0.01], [0.18, 0.11, 0.00], [0.02, 0.19, -0.02], [-0.13, 0.31, -0.04]]}

---

Entry 2:
{"formula": "C4H5NOS", "method": "ωB97M-V/def2-TZVPD", "e_lumo_ha": -0.0395, "e_above_lowest_ev": 5.832, "homo_ev": -9.400, "orbital_gap_ev": 8.3248, "smiles": "C=C/C(C=O)=N\\S", "e_tot_ev": -18596.087, "max_force_ev_per_a": 9.1, "elements": ["C", "C", "C", "C", "O", "N", "S", "H", "H", "H", "H", "H"], "coordinates": [[-1.969, -0.511, -1.168], [-0.542, -0.584, -0.978], [0.318, -0.352, 0.300], [1.103, -1.367, 0.633], [0.700, -2.489, 0.171], [0.904, 0.726, 0.748], [-0.036, 2.138, 0.202], [-2.691, -0.063, -0.258], [-2.426, -1.167, -1.937], [-0.148, -1.485, -1.582], [1.879, -1.153, 1.436], [-1.429, 1.364, -0.210]], "atomic_forces_ev_per_a": [[2.70, 0.20, 3.46], [-4.43, -2.48, 0.24], [-1.11, 5.84, -3.50], [0.42, -8.99, 1.13], [2.85, 1.99, 1.94], [-3.60, 2.17, -1.35], [-1.90, -2.05, 0.07], [1.88, -1.03, -2.85], [0.27, 0.96, 0.43], [-0.07, 2.09, 0.70], [-0.37, -0.81, -1.17], [3.36, 2.11, 0.89]]}

---

Entry 3:
{"formula": "C5H8N2", "method": "ωB97M-V/def2-TZVPD", "e_lumo_ha": 0.0333, "e_above_lowest_ev": 5.159, "homo_ev": -7.626, "orbital_gap_ev": 8.5313, "e_tot_ev": -8289.837, "max_force_ev_per_a": 1.1, "elements": ["C", "N", "C", "C", "C", "C", "N", "H", "H", "H", "H", "H", "H", "H", "H"], "coordinates": [[0.183, -2.379, -0.357], [0.273, -1.210, 0.531], [-0.651, -0.100, 0.193], [-0.187, 1.266, 0.155], [0.307, 2.288, -0.742], [-0.571, 0.884, 1.328], [0.894, -1.154, 1.569], [-0.805, -2.852, -0.268], [0.974, -3.034, -0.015], [0.333, -2.062, -1.392], [-1.404, -0.458, -0.521], [0.171, 3.246, -0.252], [-0.215, 2.290, -1.703], [1.363, 2.087, -0.890], [-0.666, 1.188, 2.364]], "atomic_forces_ev_per_a": [[0.23, -0.19, -0.08], [0.47, -0.12, 0.68], [-0.39, -0.09, 0.34], [-0.12, 0.08, 0.20], [0.34, 0.34, -0.12], [-0.67, 0.65, -0.49], [0.27, -0.66, -0.56], [0.28, 0.15, 0.06], [-0.05, -0.29, -0.19], [0.03, -0.08, 0.05], [-0.58, 0.17, 0.79], [0.20, 0.29, -0.15], [0.12, -0.07, 0.11], [0.30, 0.30, -0.34], [-0.43, -0.48, -0.29]]}